Entry 1:
C10H27FN4O11Si2 | wB97M-V/def2-TZVPD

## Properties
HOMO (eV): -9.884
Max |F| (eV/A): 1.009
Charge: 0
Frontier orbital gap (eV): 9.7224
Energy above the lowest of the compared OMol25 structures with the same formula, charge and spin (eV): 0.176
E (a.u.): -2122.49880

Atoms and positions in Å:
C (1.650, -4.055, 0.009)
C (1.249, -3.060, 0.813)
Si (0.701, -1.462, 0.074)
O (-0.844, -1.011, 0.406)
C (-1.439, -1.449, 1.622)
C (-2.871, -0.970, 1.604)
O (-3.554, -1.618, 0.556)
C (-4.326, -0.772, -0.264)
C (-5.680, -1.392, -0.575)
O (1.740, -0.265, 0.616)
Si (2.445, 0.691, -0.515)
F (3.306, -0.151, -1.553)
H (2.243, -4.887, 0.356)
H (1.412, -3.989, -1.046)
H (1.308, -3.204, 1.887)
H (0.793, -1.573, -1.393)
H (-0.954, -1.009, 2.496)
H (-1.435, -2.534, 1.714)
H (-3.367, -1.162, 2.558)
H (-2.830, 0.109, 1.453)
H (-3.832, -0.611, -1.225)
H (-4.524, 0.190, 0.207)
H (-6.136, -1.792, 0.325)
H (-5.577, -2.199, -1.296)
H (-6.309, -0.640, -1.045)
H (1.470, 1.480, -1.279)
H (3.393, 1.552, 0.208)
C (2.874, 1.762, 3.300)
N (2.412, 3.123, 3.686)
O (1.784, 3.243, 4.710)
O (2.698, 4.028, 2.927)
H (2.546, 1.057, 4.054)
H (2.434, 1.537, 2.335)
H (3.957, 1.788, 3.233)
C (-3.722, 2.430, -2.257)
N (-4.807, 1.961, -3.161)
O (-4.513, 1.673, -4.299)
O (-5.920, 1.892, -2.685)
H (-2.788, 2.437, -2.804)
H (-3.983, 3.428, -1.918)
H (-3.679, 1.739, -1.421)
C (5.274, -3.453, -1.458)
N (5.244, -4.913, -1.163)
O (4.679, -5.271, -0.150)
O (5.784, -5.645, -1.959)
H (4.751, -2.931, -0.666)
H (6.316, -3.155, -1.510)
H (4.783, -3.305, -2.416)
C (1.271, 4.868, -0.022)
N (0.283, 4.310, -0.986)
O (0.636, 4.165, -2.136)
O (-0.813, 4.032, -0.549)
H (2.197, 5.062, -0.550)
H (0.855, 5.784, 0.386)
H (1.418, 4.134, 0.763)

---

Entry 2:
C3H2Cl3N | wB97M-V/def2-TZVPD

## Properties
HOMO (eV): -11.153
Max |F| (eV/A): 2.783
Charge: 0
Frontier orbital gap (eV): 11.2771
Energy above the lowest of the compared OMol25 structures with the same formula, charge and spin (eV): 0.217
E (a.u.): -1550.81087
Structure (SMILES): N#CCC(Cl)(Cl)Cl

Atoms and positions in Å:
N (-0.365, 2.467, -0.826)
C (0.100, 1.416, -0.662)
C (0.533, 0.056, -0.546)
C (-0.368, -0.688, 0.511)
Cl (-0.227, -2.365, 0.735)
Cl (-2.035, -0.308, 0.285)
Cl (0.359, -0.064, 2.190)
H (1.582, -0.045, -0.124)
H (0.421, -0.468, -1.564)

---

Entry 3:
C8H13O6P | wB97M-V/def2-TZVPD

## Properties
HOMO (eV): -9.195
Max |F| (eV/A): 4.297
Charge: 0
Frontier orbital gap (eV): 9.7764
Energy above the lowest of the compared OMol25 structures with the same formula, charge and spin (eV): 0.474
E (a.u.): -1105.48419
Structure (SMILES): COP(=O)(OC)O/C(C)=C1\CCOC1=O

Atoms and positions in Å:
C (-0.278, -3.233, -0.226)
O (-0.697, -2.489, -1.405)
P (-0.670, -0.870, -1.120)
O (-1.629, -0.603, -0.003)
O (-1.069, -0.102, -2.502)
C (-2.274, -0.620, -3.101)
O (0.793, -0.414, -0.532)
C (0.870, 0.912, -0.270)
C (1.252, 1.820, -1.427)
C (0.801, 1.212, 1.098)
C (0.533, 0.229, 2.229)
C (0.839, 1.087, 3.468)
O (1.035, 2.461, 3.069)
C (1.057, 2.514, 1.727)
O (1.354, 3.539, 1.088)
H (0.563, -2.767, 0.286)
H (0.064, -4.246, -0.517)
H (-1.097, -3.322, 0.514)
H (-3.067, -0.567, -2.339)
H (-2.202, -1.667, -3.457)
H (-2.628, -0.013, -3.929)
H (1.391, 1.253, -2.385)
H (2.197, 2.280, -1.152)
H (0.474, 2.562, -1.539)
H (-0.503, -0.051, 2.164)
H (1.112, -0.633, 2.118)
H (0.026, 1.031, 4.171)
H (1.755, 0.700, 3.973)

---

Entry 4:
C19H24O7 | wB97M-V/def2-TZVPD

## Properties
HOMO (eV): -8.792
Max |F| (eV/A): 1.068
Charge: 0
Frontier orbital gap (eV): 9.0980
Energy above the lowest of the compared OMol25 structures with the same formula, charge and spin (eV): 0.000
E (a.u.): -1265.11777
Structure (SMILES): CC(C)c1oc(=O)cc2c1[C@@H](O)[C@H]1OC(=O)[C@@]3(C)C[C@@H](O)[C@@H](O)[C@@]2(C)[C@@H]13

Atoms and positions in Å:
C (4.181, 1.611, -1.140)
C (3.822, 1.165, 0.283)
C (5.070, 0.719, 1.043)
C (2.808, 0.052, 0.181)
O (3.379, -1.152, 0.166)
C (2.680, -2.326, -0.040)
O (3.307, -3.355, -0.054)
C (1.260, -2.176, -0.207)
C (0.656, -0.965, -0.137)
C (1.458, 0.211, 0.060)
C (0.834, 1.586, -0.003)
O (0.887, 2.033, -1.340)
C (-0.609, 1.604, 0.563)
O (-1.455, 2.382, -0.280)
C (-2.687, 1.843, -0.371)
O (-3.542, 2.307, -1.061)
C (-2.782, 0.631, 0.554)
C (-3.366, 1.142, 1.880)
C (-3.646, -0.503, 0.002)
C (-3.090, -1.857, 0.441)
O (-3.939, -2.845, -0.086)
C (-1.612, -2.107, -0.007)
O (-1.569, -3.044, -1.049)
C (-0.839, -0.792, -0.328)
C (-1.011, -0.379, -1.798)
C (-1.304, 0.245, 0.706)
H (4.641, 0.788, -1.681)
H (4.883, 2.440, -1.103)
H (3.288, 1.925, -1.674)
H (3.374, 2.011, 0.811)
H (4.810, 0.388, 2.046)
H (5.559, -0.101, 0.526)
H (5.767, 1.550, 1.120)
H (0.713, -3.082, -0.410)
H (1.427, 2.280, 0.612)
H (0.239, 2.743, -1.447)
H (-0.577, 2.098, 1.544)
H (-4.360, 1.549, 1.707)
H (-3.442, 0.324, 2.592)
H (-2.750, 1.925, 2.315)
H (-3.718, -0.471, -1.084)
H (-4.665, -0.420, 0.378)
H (-3.119, -1.900, 1.544)
H (-3.487, -3.698, -0.044)
H (-1.094, -2.597, 0.828)
H (-2.181, -2.762, -1.741)
H (-0.712, -1.213, -2.430)
H (-2.029, -0.094, -2.045)
H (-0.357, 0.454, -2.036)
H (-1.101, -0.168, 1.698)

---

Entry 5:
C3H4FNO | wB97M-V/def2-TZVPD

## Properties
HOMO (eV): -11.661
Max |F| (eV/A): 3.035
Charge: 0
Frontier orbital gap (eV): 12.1157
Energy above the lowest of the compared OMol25 structures with the same formula, charge and spin (eV): 0.969
E (a.u.): -346.53317
Structure (SMILES): N#C[C@H](O)CF

Atoms and positions in Å:
N (0.654, 0.497, -2.451)
C (0.632, 0.196, -1.321)
C (0.452, -0.087, 0.096)
O (0.202, -1.500, 0.334)
C (-0.804, 0.508, 0.688)
F (-0.820, 1.856, 0.545)
H (1.338, 0.300, 0.642)
H (0.892, -1.981, -0.236)
H (-1.625, 0.129, 0.015)
H (-0.921, 0.083, 1.686)

---

Entry 6:
C3H13NO2 | wB97M-V/def2-TZVPD

## Properties
HOMO (eV): -8.334
Max |F| (eV/A): 3.151
Charge: 0
Frontier orbital gap (eV): 8.5213
Energy above the lowest of the compared OMol25 structures with the same formula, charge and spin (eV): 1.650
E (a.u.): -327.28123
Structure (SMILES): CCNC.O.O

Atoms and positions in Å:
C (1.835, 1.304, -0.191)
C (1.411, 0.136, 0.633)
N (1.255, -1.130, -0.224)
C (0.659, -2.361, 0.187)
H (2.355, 2.119, 0.295)
H (2.676, 1.006, -0.857)
H (0.938, 1.690, -0.670)
H (2.129, -0.003, 1.428)
H (0.425, 0.186, 1.155)
H (0.767, -0.796, -1.046)
H (1.188, -3.167, -0.331)
H (-0.459, -2.453, 0.140)
H (0.816, -2.604, 1.239)
O (-3.271, 2.914, 1.916)
H (-3.897, 3.279, 1.282)
H (-2.754, 2.291, 1.396)
O (-1.722, -0.676, -2.298)
H (-2.169, -1.509, -2.468)
H (-2.182, -0.228, -1.585)

---

Entry 7:
C5H6O3P | wB97M-V/def2-TZVPD

## Properties
HOMO (eV): -4.952
Max |F| (eV/A): 4.198
Charge: -1
Frontier orbital gap (eV): 8.5558
Energy above the lowest of the compared OMol25 structures with the same formula, charge and spin (eV): 2.731
E (a.u.): -761.16809

Atoms and positions in Å:
C (1.502, -0.714, -1.950)
C (0.190, -0.525, -1.434)
C (2.326, -0.651, -0.846)
C (0.298, -0.478, -0.071)
C (-1.346, -0.322, 1.456)
O (-2.103, 2.038, 2.535)
O (-2.391, 1.711, -0.005)
O (1.590, -0.726, 0.310)
P (-1.586, 1.515, 1.256)
H (1.648, -0.751, -2.957)
H (-0.523, -0.417, -2.158)
H (3.377, -0.701, -0.797)
H (-2.093, -1.119, 1.139)
H (-0.733, -0.646, 2.243)
H (-0.157, 1.785, 1.279)

---

Entry 8:
C17H51N4O6 | wB97M-V/def2-TZVPD

## Properties
HOMO (eV): -11.379
Max |F| (eV/A): 9.038
Charge: +1
Frontier orbital gap (eV): 9.5756
Energy above the lowest of the compared OMol25 structures with the same formula, charge and spin (eV): 0.000
E (a.u.): -1348.16019

Atoms and positions in Å:
O (0.046, -0.221, 0.564)
H (-0.641, 0.362, 0.108)
H (-0.382, -1.008, 0.491)
H (0.092, 0.124, 1.445)
C (-0.180, -3.227, 2.166)
C (-1.242, -3.310, 1.056)
C (-2.604, -2.716, 1.532)
O (-2.358, -1.337, 1.568)
C (-3.423, -0.535, 1.920)
N (-0.742, -2.763, -0.207)
H (-0.017, -2.367, 2.684)
H (0.760, -3.506, 1.884)
H (-0.549, -3.908, 2.971)
H (-1.435, -4.336, 0.817)
H (-2.852, -3.230, 2.498)
H (-3.399, -2.819, 0.848)
H (-4.057, -0.622, 1.082)
H (-3.318, 0.468, 2.008)
H (-3.677, -1.074, 2.834)
H (-1.538, -2.713, -0.749)
H (-0.301, -3.599, -0.827)
C (-1.045, 2.446, 2.619)
C (0.304, 1.839, 3.143)
C (0.870, 2.262, 4.580)
O (0.907, 3.739, 4.606)
C (1.225, 4.226, 5.904)
N (0.264, 0.334, 3.224)
H (-1.221, 2.344, 1.485)
H (-0.821, 3.539, 2.625)
H (-2.029, 2.110, 3.319)
H (1.017, 2.022, 2.338)
H (1.943, 1.973, 4.767)
H (0.234, 1.941, 5.355)
H (0.374, 4.097, 6.296)
H (1.590, 5.183, 5.922)
H (2.014, 3.620, 6.261)
H (-0.314, 0.081, 4.053)
H (1.252, 0.133, 3.544)
C (2.750, -1.540, -1.420)
C (3.977, -0.932, -2.099)
C (3.827, 0.000, -3.331)
O (3.430, -0.741, -4.495)
C (3.303, 0.066, -5.596)
N (4.764, -0.140, -1.162)
H (2.299, -2.409, -2.177)
H (1.781, -1.036, -1.262)
H (2.698, -2.078, -0.639)
H (4.721, -1.683, -2.525)
H (4.796, 0.429, -3.433)
H (3.171, 1.021, -3.158)
H (3.244, -0.743, -6.378)
H (4.118, 0.761, -5.793)
H (2.369, 0.700, -5.623)
H (5.787, -0.137, -1.558)
H (4.822, -0.619, -0.357)
C (-0.687, -0.271, -2.916)
C (-1.915, 0.521, -2.578)
C (-3.198, -0.267, -2.828)
O (-3.175, -1.406, -1.785)
C (-4.220, -2.359, -2.032)
N (-1.916, 0.846, -1.191)
H (0.266, 0.129, -2.915)
H (-0.744, -0.713, -3.996)
H (-0.564, -1.177, -2.391)
H (-2.028, 1.448, -3.206)
H (-3.284, -0.869, -3.692)
H (-3.868, 0.499, -2.651)
H (-5.010, -1.978, -1.394)
H (-3.928, -3.231, -1.814)
H (-4.672, -2.408, -3.012)
H (-2.439, 0.021, -0.758)
H (-2.552, 1.749, -1.076)
C (0.837, 3.343, -1.003)
O (1.749, 2.523, -0.189)
H (-0.234, 3.102, -0.889)
H (1.247, 3.139, -2.054)
H (1.092, 4.257, -0.799)
H (2.641, 2.640, -0.524)

---

Entry 9:
H20O10 | wB97M-V/def2-TZVPD

## Properties
HOMO (eV): -10.554
Max |F| (eV/A): 2.489
Charge: 0
Frontier orbital gap (eV): 10.6868
Energy above the lowest of the compared OMol25 structures with the same formula, charge and spin (eV): 1.877
E (a.u.): -764.41294
Structure (SMILES): O.O.O.O.O.O.O.O.O.O

Atoms and positions in Å:
O (-2.221, -1.096, 1.666)
H (-3.051, -1.183, 2.114)
H (-2.049, -1.967, 1.262)
O (0.240, 1.247, 2.645)
H (-0.645, 1.009, 2.293)
H (0.154, 2.052, 3.099)
O (-1.156, 0.919, -2.749)
H (-0.324, 0.640, -3.155)
H (-1.661, 1.479, -3.336)
O (-0.221, -1.844, -1.824)
H (0.232, -1.216, -1.250)
H (0.545, -2.482, -1.854)
O (0.818, 3.218, -0.600)
H (0.574, 3.923, -1.165)
H (-0.036, 2.947, -0.257)
O (-1.409, -3.397, 0.109)
H (-1.081, -2.826, -0.656)
H (-0.700, -3.294, 0.811)
O (-1.761, 1.309, 0.004)
H (-2.120, 0.414, 0.312)
H (-1.443, 1.032, -0.879)
O (0.819, -2.735, 1.817)
H (0.516, -2.153, 2.569)
H (1.442, -2.111, 1.434)
O (3.300, 1.776, -0.563)
H (2.585, 2.452, -0.553)
H (3.787, 1.938, -1.345)
O (1.504, -0.400, 0.115)
H (2.209, -0.081, -0.449)
H (1.154, 0.429, 0.387)

---

Entry 10:
C5H8IN2 | wB97M-V/def2-TZVPD

## Properties
HOMO (eV): -13.386
Max |F| (eV/A): 4.268
Charge: +1
Frontier orbital gap (eV): 9.3157
Energy above the lowest of the compared OMol25 structures with the same formula, charge and spin (eV): 1.383
E (a.u.): -602.21275
Structure (SMILES): Cc1c[n+](C)[nH]c1I

Atoms and positions in Å:
C (1.213, -2.342, -0.432)
C (0.987, -0.896, -0.280)
C (-0.287, -0.360, -0.199)
N (-0.179, 0.981, -0.099)
C (-1.125, 1.984, -0.006)
N (1.100, 1.343, -0.096)
C (1.918, 0.092, -0.129)
I (4.013, 0.171, 0.122)
H (0.207, -2.831, -0.482)
H (1.890, -2.553, -1.261)
H (1.651, -2.689, 0.392)
H (-1.248, -0.651, -0.549)
H (-1.216, 2.183, 1.121)
H (-0.615, 2.796, -0.496)
H (-2.068, 1.543, -0.426)
H (1.431, 2.366, 0.101)

---

Entry 11:
C10H21BO | wB97M-V/def2-TZVPD

## Properties
HOMO (eV): -7.753
Max |F| (eV/A): 4.529
Charge: 0
Frontier orbital gap (eV): 8.3420
Energy above the lowest of the compared OMol25 structures with the same formula, charge and spin (eV): 2.795
E (a.u.): -493.57423

Atoms and positions in Å:
B (-1.687, -0.519, -0.508)
C (-4.346, 0.574, 0.772)
C (-3.667, 0.710, -0.345)
C (-1.788, -1.940, -1.226)
C (1.254, 0.212, -1.825)
C (3.007, 0.105, 0.056)
C (1.436, 2.100, -0.334)
C (0.806, -1.582, 0.721)
C (0.444, 0.475, 2.126)
C (1.594, 0.521, -0.336)
C (0.515, -0.110, 0.667)
O (-0.837, 0.219, 0.171)
H (-5.275, 1.055, 1.243)
H (-3.843, -0.073, 1.543)
H (-3.758, 1.394, -1.101)
H (-1.077, -2.671, -0.773)
H (-1.334, -1.932, -2.285)
H (-2.760, -2.391, -1.375)
H (0.328, 0.816, -1.929)
H (2.003, 0.792, -2.379)
H (1.086, -0.854, -2.015)
H (3.209, -0.845, -0.459)
H (3.660, 0.886, -0.381)
H (3.104, 0.047, 1.195)
H (0.516, 2.407, 0.244)
H (2.305, 2.484, 0.262)
H (1.218, 2.579, -1.322)
H (1.904, -1.864, 1.048)
H (0.645, -1.981, -0.264)
H (0.125, -2.278, 1.384)
H (0.456, 1.621, 2.174)
H (-0.559, -0.066, 2.459)
H (1.317, 0.109, 2.792)

---

Entry 12:
C34H44N2O4 | wB97M-V/def2-TZVPD

## Properties
HOMO (spin up / spin down) (eV): -8.668 / -9.084
Max |F| (eV/A): 2.504
Charge: 0
Frontier orbital gap (spin up / spin down) (eV): 8.3828 / 8.7981
Multiplicity: 3
E (a.u.): -1732.24636

Atoms and positions in Å:
C (1.939, -6.958, -1.706)
C (2.171, -5.779, -1.668)
C (2.175, -4.370, -1.383)
C (3.177, -3.772, -0.612)
C (3.118, -2.426, -0.320)
C (2.086, -1.621, -0.768)
C (1.089, -2.204, -1.536)
C (1.133, -3.558, -1.848)
C (0.007, -4.109, -2.698)
O (0.177, -4.878, -3.613)
C (-1.345, -3.558, -2.324)
C (-2.462, -4.367, -2.301)
C (-3.672, -3.802, -1.899)
C (-3.717, -2.464, -1.546)
C (-2.597, -1.650, -1.600)
C (-1.389, -2.208, -1.990)
C (-0.104, -1.431, -2.041)
O (-0.028, -0.304, -2.470)
H (1.586, -7.963, -1.716)
H (3.982, -4.394, -0.237)
H (3.909, -2.001, 0.291)
H (2.041, -0.566, -0.522)
H (-2.358, -5.412, -2.575)
H (-4.542, -4.448, -1.856)
H (-4.667, -2.054, -1.211)
H (-2.669, -0.607, -1.313)
C (-7.681, 3.006, -1.547)
C (-7.904, 1.625, -0.896)
C (-8.855, 1.765, 0.295)
C (-8.213, 2.462, 1.492)
C (-6.916, 1.762, 1.892)
C (-5.935, 1.563, 0.732)
N (-6.602, 1.014, -0.488)
O (-6.754, -0.272, -0.357)
C (-5.237, 2.898, 0.398)
C (-4.811, 0.640, 1.200)
C (-8.574, 0.783, -1.982)
H (-8.568, 3.305, -2.107)
H (-7.501, 3.806, -0.833)
H (-6.846, 2.977, -2.250)
H (-9.198, 0.774, 0.608)
H (-9.746, 2.315, -0.017)
H (-8.026, 3.516, 1.271)
H (-8.907, 2.449, 2.335)
H (-6.425, 2.329, 2.687)
H (-7.170, 0.788, 2.322)
H (-4.652, 2.811, -0.519)
H (-4.551, 3.176, 1.199)
H (-5.921, 3.736, 0.291)
H (-5.181, -0.309, 1.586)
H (-4.252, 1.111, 2.009)
H (-4.113, 0.430, 0.387)
H (-7.919, 0.667, -2.848)
H (-9.488, 1.274, -2.315)
H (-8.854, -0.208, -1.629)
C (5.751, 1.284, 2.985)
C (6.761, 0.353, 2.282)
C (8.185, 0.734, 2.690)
C (8.649, 2.051, 2.073)
C (8.492, 2.021, 0.554)
C (7.092, 1.614, 0.083)
N (6.586, 0.404, 0.799)
O (7.112, -0.662, 0.267)
C (6.111, 2.790, 0.268)
C (7.136, 1.372, -1.426)
C (6.440, -1.045, 2.812)
H (5.672, 1.023, 4.040)
H (6.032, 2.334, 2.962)
H (4.756, 1.183, 2.548)
H (8.877, -0.058, 2.388)
H (8.246, 0.796, 3.779)
H (8.096, 2.894, 2.498)
H (9.698, 2.220, 2.326)
H (8.741, 3.002, 0.142)
H (9.229, 1.321, 0.147)
H (5.084, 2.471, 0.082)
H (6.339, 3.586, -0.442)
H (6.156, 3.249, 1.252)
H (7.891, 0.637, -1.705)
H (7.387, 2.299, -1.941)
H (6.170, 1.029, -1.800)
H (5.427, -1.346, 2.539)
H (6.510, -1.049, 3.900)
H (7.134, -1.800, 2.445)